This record from the OMol25 dataset describes C45H43Br2InN9O8PS2 as an isolated structure at a distorted geometry. The level of theory is ωB97M-V/def2-TZVPD.

Each line ends with the Mulliken charge.
Element x y z (Å)
In: 1.554960 0.211423 0.707492  0.777
S: 3.102550 -1.247194 2.211634  -0.418
C: 4.118006 -1.802672 0.943132  0.901
C: 5.461952 -2.037176 1.236112  -1.245
C: 6.330737 -2.581084 0.299668  0.569
C: 7.656582 -2.887310 0.639725  -0.123
N: 8.731219 -3.183077 0.928351  -0.646
C: 5.855231 -2.866303 -1.002354  0.470
C: 4.524737 -2.599972 -1.310187  -1.050
C: 3.640022 -2.085461 -0.370467  0.615
S: 1.998712 -1.849543 -0.854062  -0.408
C: 6.696310 -3.413019 -1.980677  -0.043
N: 7.357351 -3.866315 -2.807120  -0.657
H: 5.816186 -1.803216 2.231852  0.533
H: 4.151682 -2.828678 -2.298864  0.487
C: -7.201078 -3.131067 -0.242330  -0.984
O: -6.683957 -2.149458 0.611864  -0.431
C: -5.948906 -2.551208 1.705862  0.773
C: -5.330331 -1.521274 2.414568  -0.348
C: -4.571829 -1.793103 3.524981  -0.050
C: -4.413979 -3.109877 3.984793  -0.121
C: -5.071865 -4.125614 3.287924  -0.615
C: -5.810057 -3.858133 2.149701  -0.393
N: -3.830774 -3.389602 5.205945  -0.657
N: -2.780913 -2.872700 5.653787  -0.546
C: -1.860727 -2.194423 4.911159  0.288
C: -1.214444 -1.120587 5.540513  -0.325
C: -0.445382 -0.224342 4.837756  -1.170
C: -0.189262 -0.377678 3.452026  0.258
O: 0.395071 0.512331 2.772827  -0.624
C: -0.647210 -1.615810 2.847960  0.106
N: -0.200310 -1.874408 1.616692  1.037
C: -0.507680 -3.012970 1.049357  -0.446
C: -1.274930 -3.991943 1.689371  -1.477
C: -1.754204 -3.744530 2.951194  -0.852
C: -1.478293 -2.510503 3.565924  0.557
H: -7.663370 -2.592471 -1.071196  0.254
H: -7.962990 -3.748867 0.250826  0.401
H: -6.411790 -3.781852 -0.634810  0.355
H: -5.452911 -0.511922 2.055214  0.443
H: -4.113525 -0.983680 4.072481  0.320
H: -4.980495 -5.143374 3.637892  0.403
H: -6.272493 -4.680274 1.619860  0.396
H: -1.445462 -0.943247 6.583187  0.404
H: -0.025276 0.640839 5.331120  0.501
H: -0.105907 -3.191199 0.060104  0.510
H: -1.467025 -4.936955 1.199792  0.434
H: -2.299681 -4.505470 3.495305  0.644
Br: 4.246627 3.785120 3.637108  -0.253
C: 4.717863 3.187484 1.905013  -0.182
C: 5.849494 3.693559 1.297703  -0.446
C: 6.146562 3.315371 0.009339  0.174
Br: 7.715710 4.030520 -0.808488  -0.324
C: 5.308501 2.456985 -0.717401  1.158
C: 5.481657 2.104349 -2.068611  -1.228
C: 4.558496 1.302655 -2.684795  -1.540
C: 3.472646 0.823987 -1.947344  -0.858
N: 3.319875 1.111590 -0.680662  0.916
C: 4.170606 1.916680 -0.054966  -0.544
C: 3.851909 2.243457 1.324469  0.693
O: 2.879424 1.747507 1.939428  -0.453
H: 6.488997 4.377947 1.839171  0.424
H: 6.336061 2.484098 -2.612832  0.297
H: 4.665733 1.047816 -3.728728  0.530
H: 2.722864 0.180540 -2.390475  0.980
C: -1.634444 5.323978 1.242164  -1.113
N: -0.401975 4.657656 0.933737  0.125
C: 0.594708 5.238384 0.078738  -0.478
C: 1.562767 4.036881 -0.114859  -0.282
O: 2.629540 4.117528 -0.685134  -0.641
N: 0.999395 2.964151 0.474878  1.008
C: -0.154345 3.323294 1.002072  -0.566
N: -0.971714 2.467432 1.587536  0.206
H: -1.416958 6.371580 1.463440  0.348
H: -2.095641 4.879352 2.125489  0.319
H: -2.347581 5.271593 0.412318  0.301
H: 1.085191 6.097149 0.547450  0.349
H: 0.188396 5.522551 -0.898046  0.265
H: -0.543100 1.565863 1.793434  -0.221
H: -1.741915 2.787509 2.146054  0.234
C: 0.266639 -0.134055 -5.258662  -1.831
C: 0.037957 1.061492 -4.319864  1.645
C: -1.218949 1.822497 -4.741375  -1.500
C: 1.241540 2.003767 -4.391044  -1.353
O: -0.071368 0.524883 -3.011493  -0.001
P: -0.723216 1.330901 -1.745109  0.136
O: -0.641394 2.797040 -1.876113  -1.093
O: -0.189082 0.611396 -0.534876  1.338
O: -2.317504 0.999680 -1.860842  -0.566
C: -3.010485 -0.234604 -1.805142  2.210
C: -4.470530 0.147364 -1.524625  -1.888
C: -2.898261 -0.981203 -3.139839  -1.550
C: -2.498248 -1.140652 -0.692412  -1.670
H: 0.543086 0.221761 -6.249206  0.424
H: -0.633380 -0.739262 -5.342655  0.389
H: 1.065808 -0.757930 -4.866923  0.296
H: -1.100182 2.209640 -5.752649  0.536
H: -1.374657 2.640262 -4.046289  0.258
H: -2.088651 1.173425 -4.712551  0.198
H: 1.233643 2.561326 -5.325900  0.557
H: 2.165974 1.438436 -4.323992  0.145
H: 1.190891 2.692941 -3.553939  0.225
H: -4.857099 0.773447 -2.326019  0.405
H: -4.509094 0.712981 -0.597912  0.418
H: -5.091379 -0.739311 -1.423408  0.262
H: -3.331826 -0.394289 -3.948427  0.369
H: -3.421383 -1.934007 -3.084801  0.488
H: -1.849063 -1.164232 -3.351554  0.044
H: -2.525092 -0.612400 0.257370  0.283
H: -1.469518 -1.414015 -0.899499  0.089
H: -3.114783 -2.036872 -0.623332  0.730

Atomic forces in eV per Å
In 0.9 0.0 0.5
S -0.4 0.2 0.1
C -0.1 -0.2 -0.1
C 0.3 -0.1 -0.2
C -1.2 0.2 -0.6
C 1.1 -0.3 0.4
N 0.1 0.1 0.0
C -0.6 0.5 1.0
C 0.3 0.0 0.1
C 0.2 -0.1 0.1
S -0.5 0.2 0.0
C 0.6 -0.4 -0.8
N 0.1 -0.1 -0.1
H 0.0 0.0 0.0
H 0.0 0.0 -0.1
C -0.1 -0.2 -0.1
O 0.2 0.1 0.3
C 0.0 0.2 -0.1
C -0.2 -0.1 -0.3
C 0.1 -0.2 0.2
C -0.6 0.3 -1.3
C 0.5 0.3 0.4
C -0.3 0.1 -0.5
N 0.1 -0.6 1.3
N -0.4 -0.4 0.8
C 0.8 0.8 -0.6
C -0.6 -0.6 -0.3
C 0.4 0.3 -0.4
C -0.5 -0.2 0.7
O 0.7 0.3 -0.8
C -0.3 -0.3 0.4
N 0.1 0.2 -0.5
C 0.0 0.0 -0.1
C -0.2 -0.1 0.4
C 0.1 -0.1 -0.3
C 0.2 0.1 0.1
H 0.0 -0.1 0.1
H 0.1 0.0 0.0
H 0.0 0.0 0.0
H 0.0 0.2 0.0
H 0.1 0.1 0.0
H 0.0 -0.1 0.1
H 0.0 0.0 0.0
H 0.0 -0.1 0.1
H 0.1 0.1 0.0
H 0.0 0.1 0.0
H 0.0 0.0 0.0
H 0.0 0.0 -0.1
Br 0.1 0.1 0.2
C -0.3 -0.2 0.3
C 0.2 -0.1 -0.5
C 0.3 0.4 0.3
Br 0.1 0.0 0.0
C -0.3 -0.2 0.1
C -0.1 -0.1 0.0
C 0.2 0.2 0.0
C 0.0 -0.1 -0.3
N -0.9 -0.4 0.1
C 0.8 0.4 0.2
C 0.5 0.3 0.2
O -0.7 -0.6 -0.2
H 0.0 0.0 -0.1
H 0.0 0.0 0.0
H 0.0 -0.1 -0.1
H 0.0 0.0 0.0
C 0.0 -0.2 -0.1
N -0.3 0.1 0.1
C 0.4 0.0 -0.2
C -0.3 0.9 0.1
O -0.1 0.1 -0.2
N -0.2 -1.2 0.2
C 0.4 0.8 -0.1
N -0.4 0.0 -0.1
H -0.1 -0.1 0.0
H 0.0 0.1 0.0
H -0.1 0.0 0.0
H 0.1 -0.1 -0.1
H 0.0 0.0 0.0
H -0.4 0.0 0.4
H 0.1 0.0 0.0
C -0.1 0.2 0.4
C 0.2 0.3 -1.1
C 0.1 -0.1 0.1
C -0.2 -0.2 0.2
O -0.2 0.1 1.0
P -0.6 -0.4 -0.4
O 0.2 0.1 -0.1
O 0.3 -0.3 0.3
O 0.6 0.4 0.0
C -0.6 -0.7 0.1
C 0.4 0.0 -0.1
C 0.0 0.3 0.2
C 0.0 0.3 -0.2
H 0.0 0.0 -0.1
H -0.1 -0.1 0.0
H 0.1 -0.1 0.0
H 0.0 0.0 -0.1
H -0.1 0.2 0.0
H -0.1 -0.1 0.0
H 0.0 0.0 -0.1
H 0.2 0.0 0.0
H 0.1 0.2 0.1
H 0.0 0.1 -0.1
H -0.1 0.1 0.1
H -0.1 -0.1 0.0
H 0.0 0.0 -0.1
H -0.1 -0.1 0.0
H 0.1 -0.1 -0.1
H 0.1 0.0 0.2
H 0.1 -0.1 0.1
H 0.0 -0.1 0.0

Results
**Total charge**: -2
**F_max**: 0.0283 hartree/bohr
**HOMO level**: -2.34 eV
**LUMO level**: 3.4 eV
**E**: -253381.1153 eV
**HOMO-LUMO gap**: 5.764 eV